[1]
C5H15N3 | ωB97M-V with the def2-TZVPD basis set

Orbital gap = 9.36 eV
LUMO energy = 0.0347 Ha
HOMO level = -8.4 eV
Structure (SMILES) = C[C@H](N)[C@@H](C)C(N)N
Electronic energy = -363.7276 a.u.
Energy relative to the best compared isomer or geometry (same formula, charge and spin) = 37.37 kcal/mol

The geometry in ORCA input format:
```
! wB97M-V def2-TZVPD RIJCOSX def2/J DEFGRID3
* xyz 0 1
C 0.507 0.301 -0.814
C -1.450 -0.713 0.594
C 0.293 -0.589 0.356
C 0.947 -0.178 1.667
C 2.235 0.059 -1.171
N 0.265 1.700 -0.616
N -2.217 0.494 0.563
N -2.072 -1.605 -0.342
H -0.005 -0.059 -1.708
H -1.530 -1.153 1.591
H 0.584 -1.613 0.108
H -0.557 2.029 -1.109
H 1.037 2.310 -0.870
H -1.831 1.162 1.225
H -2.201 0.906 -0.365
H -3.050 -1.703 -0.071
H -2.087 -1.195 -1.269
H 2.032 -0.296 1.610
H 0.729 0.857 1.940
H 0.586 -0.811 2.485
H 2.560 -0.982 -1.103
H 2.842 0.677 -0.503
H 2.384 0.405 -2.198
*
```

These are the Mulliken partial charges, in e, on atoms 1 to 8:
1. C 0.143
2. C -0.344
3. C 0.311
4. C -1.510
5. C -1.404
6. N -0.581
7. N -0.663
8. N -0.670

[2]
C22H23N3O4 | ωB97M-V with the def2-TZVPD basis set

Orbital gap = 8.73 eV
LUMO energy = 0.0116 Ha
HOMO level = -8.4 eV
Structure (SMILES) = Cc1cccc(NC(=O)Cn2c(=O)n(C[C@@H]3CCCO3)c(=O)c3ccccc32)c1
Electronic energy = -1317.4688 a.u.
Energy relative to the best compared isomer or geometry (same formula, charge and spin) = 9.27 kcal/mol

The geometry in ORCA input format:
```
! wB97M-V def2-TZVPD RIJCOSX def2/J DEFGRID3
* xyz 0 1
C 6.847 0.419 0.373
C 5.587 -0.386 0.475
C 4.426 0.042 -0.150
C 3.255 -0.701 -0.048
C 3.248 -1.882 0.689
C 4.405 -2.308 1.313
C 5.568 -1.568 1.209
H 6.470 -1.907 1.697
H 4.398 -3.225 1.884
H 2.337 -2.458 0.767
N 2.057 -0.320 -0.664
C 1.792 0.775 -1.405
O 2.563 1.662 -1.699
C 0.320 0.798 -1.862
N -0.591 1.031 -0.754
C -1.116 -0.082 -0.146
O -0.661 -1.192 -0.375
N -2.145 0.116 0.742
C -2.666 1.351 1.109
O -3.631 1.421 1.839
C -1.933 2.499 0.583
C -2.278 3.783 1.005
C -1.590 4.878 0.534
C -0.537 4.692 -0.355
C -0.185 3.431 -0.791
C -0.893 2.315 -0.338
H 0.659 3.317 -1.451
H 0.023 5.544 -0.710
H -1.855 5.872 0.860
H -3.091 3.880 1.709
C -2.853 -1.067 1.199
H -2.159 -1.907 1.152
H -3.187 -0.896 2.223
C -4.074 -1.315 0.287
H -4.788 -0.501 0.442
O -3.701 -1.271 -1.075
C -3.374 -2.588 -1.469
H -3.447 -2.631 -2.556
C -4.387 -3.485 -0.751
H -3.988 -4.479 -0.562
H -5.290 -3.580 -1.353
C -4.682 -2.710 0.541
H -5.751 -2.641 0.731
H -4.211 -3.176 1.405
H -2.346 -2.829 -1.169
H 0.062 -0.169 -2.301
H 0.185 1.581 -2.609
H 1.276 -0.958 -0.514
H 4.425 0.955 -0.723
H 6.744 1.207 -0.367
H 7.686 -0.217 0.098
H 7.077 0.877 1.335
*
```

These are the Mulliken partial charges, in e, on atoms 1 to 8:
1. C -1.542
2. C 0.751
3. C -0.490
4. C 0.672
5. C -0.710
6. C -0.691
7. C -0.558
8. H 0.412

[3]
C41H41BrF6NO5S2 | ωB97M-V with the def2-TZVPD basis set

Orbital gap = 7.76 eV
LUMO energy = 0.0678 Ha
HOMO level = -5.9 eV
Electronic energy = -5987.4531 a.u.

The geometry in ORCA input format:
```
! wB97M-V def2-TZVPD RIJCOSX def2/J DEFGRID3
* xyz -1 1
C 0.787 2.512 1.254
O 0.930 3.927 1.194
C -0.228 4.529 1.793
C -1.234 4.992 0.693
C -2.413 5.842 1.282
C -3.323 4.939 2.172
S -5.097 4.906 1.645
O -5.404 6.176 0.911
O -5.859 4.825 2.929
N -5.356 3.627 0.576
S -6.541 2.599 1.166
O -7.845 3.228 1.470
O -5.962 1.800 2.289
Br -7.031 1.036 -0.403
H -0.282 2.206 1.190
H 1.214 2.074 2.187
H 1.299 2.055 0.396
H 0.137 5.448 2.303
H -0.724 3.838 2.504
H -0.642 5.603 -0.029
H -1.638 4.147 0.105
H -2.941 6.405 0.493
H -1.926 6.601 1.941
H -2.931 3.909 2.284
H -3.343 5.391 3.186
F 3.305 1.454 0.463
C 3.782 0.680 -0.524
C 4.394 -0.520 -0.209
C 4.879 -1.326 -1.231
C 4.757 -0.916 -2.554
C 4.144 0.294 -2.856
C 3.646 1.096 -1.837
H 4.486 -0.818 0.828
H 5.352 -2.271 -0.996
H 5.140 -1.543 -3.350
H 4.053 0.614 -3.887
H 3.157 2.038 -2.053
F -1.182 3.835 -2.152
C -1.496 2.528 -2.139
C -2.620 2.102 -1.449
C -2.941 0.750 -1.453
C -2.130 -0.155 -2.132
C -1.002 0.287 -2.811
C -0.684 1.638 -2.821
H -3.238 2.823 -0.921
H -3.823 0.399 -0.930
H -2.380 -1.208 -2.129
H -0.370 -0.421 -3.335
H 0.185 2.004 -3.354
F 3.198 -3.571 -2.446
C 2.254 -3.878 -1.532
C 1.778 -5.175 -1.461
C 0.808 -5.491 -0.518
C 0.321 -4.506 0.335
C 0.806 -3.207 0.249
C 1.783 -2.889 -0.686
H 2.164 -5.926 -2.140
H 0.433 -6.503 -0.448
H -0.438 -4.753 1.067
H 0.423 -2.439 0.909
H 2.177 -1.885 -0.762
F -1.458 -3.421 -1.319
C -2.359 -3.799 -0.393
C -2.665 -5.141 -0.257
C -3.591 -5.531 0.702
C -4.207 -4.576 1.504
C -3.893 -3.231 1.353
C -2.959 -2.838 0.402
H -2.181 -5.869 -0.896
H -3.834 -6.580 0.823
H -4.932 -4.882 2.248
H -4.375 -2.486 1.974
H -2.697 -1.795 0.277
F -0.357 4.827 4.728
C -0.615 4.024 5.773
C 0.001 2.787 5.842
C -0.262 1.958 6.925
C -1.144 2.370 7.918
C -1.759 3.614 7.832
C -1.490 4.450 6.756
H 0.678 2.481 5.054
H 0.219 0.991 6.994
H -1.352 1.721 8.759
H -2.449 3.933 8.602
H -1.953 5.425 6.676
F 6.493 -2.899 -8.120
C 6.200 -3.706 -7.084
C 6.756 -4.971 -7.033
C 6.456 -5.802 -5.961
C 5.597 -5.362 -4.960
C 5.041 -4.089 -5.027
C 5.348 -3.253 -6.093
H 7.417 -5.299 -7.826
H 6.892 -6.791 -5.906
H 5.361 -6.012 -4.127
H 4.370 -3.749 -4.249
H 4.931 -2.255 -6.158
*
```

These are the Mulliken partial charges, in e, on atoms 1 to 8:
1. C -0.192
2. O -0.454
3. C -0.425
4. C 0.552
5. C -0.872
6. C -0.653
7. S 1.117
8. O -0.724

[4]
C10H8O5S5W | ωB97M-V with the def2-TZVPD basis set

Orbital gap (alpha / beta) = 6.25 / 6.19 eV
LUMO energy (alpha / beta) = -0.0724 / -0.0759 Ha
HOMO level (alpha / beta) = -8.2 / -8.3 eV
Electronic energy = -2820.1102 a.u.
Energy relative to the best compared isomer or geometry (same formula, charge and spin) = 48.97 kcal/mol

The geometry in ORCA input format:
```
! wB97M-V def2-TZVPD RIJCOSX def2/J DEFGRID3
* xyz 0 1
W -0.467 0.770 0.115
C 0.065 -3.189 -0.603
C -0.538 -2.117 0.246
C 0.328 -1.192 0.935
C -0.214 -0.368 2.024
C -1.637 -0.299 2.133
C -2.445 -0.995 1.244
C -1.906 -1.984 0.386
H 0.379 -2.767 -1.558
H -0.655 -3.978 -0.800
H 0.942 -3.617 -0.122
H 1.395 -1.446 0.988
H 0.420 -0.102 2.875
H -2.082 0.291 2.930
H -3.517 -0.871 1.290
H -2.578 -2.640 -0.143
O -4.021 1.377 -0.138
S -2.721 1.814 -0.519
O -2.543 2.951 -1.355
O -1.937 0.632 -1.150
O -1.836 2.008 0.737
O 5.790 2.897 -2.189
C 4.756 2.486 -1.769
S 4.105 2.895 -0.162
C 2.596 2.024 -0.322
C 2.397 1.339 -1.476
S 0.879 0.545 -1.830
S 3.687 1.371 -2.657
S 1.359 2.165 0.892
*
```

These are the Mulliken partial charges, in e, on atoms 1 to 8:
1. W 0.924
2. C -1.513
3. C 1.614
4. C -0.742
5. C -0.782
6. C -0.699
7. C -0.375
8. C -0.477

> What is the formula in the third record?

C41H41BrF6NO5S2

Copy entry 4 word for word.
C10H8O5S5W | ωB97M-V with the def2-TZVPD basis set

Orbital gap (alpha / beta) = 6.25 / 6.19 eV
LUMO energy (alpha / beta) = -0.0724 / -0.0759 Ha
HOMO level (alpha / beta) = -8.2 / -8.3 eV
Electronic energy = -2820.1102 a.u.
Energy relative to the best compared isomer or geometry (same formula, charge and spin) = 48.97 kcal/mol

The geometry in ORCA input format:
```
! wB97M-V def2-TZVPD RIJCOSX def2/J DEFGRID3
* xyz 0 1
W -0.467 0.770 0.115
C 0.065 -3.189 -0.603
C -0.538 -2.117 0.246
C 0.328 -1.192 0.935
C -0.214 -0.368 2.024
C -1.637 -0.299 2.133
C -2.445 -0.995 1.244
C -1.906 -1.984 0.386
H 0.379 -2.767 -1.558
H -0.655 -3.978 -0.800
H 0.942 -3.617 -0.122
H 1.395 -1.446 0.988
H 0.420 -0.102 2.875
H -2.082 0.291 2.930
H -3.517 -0.871 1.290
H -2.578 -2.640 -0.143
O -4.021 1.377 -0.138
S -2.721 1.814 -0.519
O -2.543 2.951 -1.355
O -1.937 0.632 -1.150
O -1.836 2.008 0.737
O 5.790 2.897 -2.189
C 4.756 2.486 -1.769
S 4.105 2.895 -0.162
C 2.596 2.024 -0.322
C 2.397 1.339 -1.476
S 0.879 0.545 -1.830
S 3.687 1.371 -2.657
S 1.359 2.165 0.892
*
```

These are the Mulliken partial charges, in e, on atoms 1 to 8:
1. W 0.924
2. C -1.513
3. C 1.614
4. C -0.742
5. C -0.782
6. C -0.699
7. C -0.375
8. C -0.477

> Which formula does entry 3 have?

C41H41BrF6NO5S2

> The highest electronic energy belongs to which entry?

C5H15N3